Record 1
Computed, not measured: an isolated molecule of C5H7NO, with wB97M-V/def2-TZVPD.

Geometry as XYZ:
```
14
Properties=species:S:1:pos:R:3:forces:R:3:mulliken_charge:R:1
O 2.1982 1.7897 -0.1679 0.2 -0.1 -0.2 -0.498
C 0.9248 1.6835 0.3030 -0.5 0.0 0.0 0.061
C 0.0801 0.8874 -0.3264 0.1 0.0 0.3 0.101
C -0.0926 -0.3805 -1.0051 0.1 -0.1 -0.4 -0.262
C -0.2001 -1.4941 0.0453 0.0 -0.1 0.0 -0.526
C -1.2798 -0.6220 0.7301 -0.2 -0.2 0.3 -0.429
N -1.2341 0.3970 -0.3612 -0.2 0.2 0.2 -0.595
H 0.7116 2.2971 1.1724 -0.1 0.1 -0.3 0.391
H 2.1075 1.3912 -1.0471 0.7 0.1 0.1 0.328
H -0.0115 -0.5483 -2.0769 -0.2 0.1 0.2 0.369
H 0.6996 -1.7396 0.6185 -0.1 0.1 -0.2 0.246
H -0.6240 -2.4112 -0.3699 0.1 0.1 0.0 0.256
H -1.0104 -0.1748 1.6915 -0.1 -0.2 -0.1 0.262
H -2.2693 -1.0753 0.7938 0.1 -0.1 0.0 0.297
```
Forces are in eV/Å.

- Charge: 0

Record 2
Computed, not measured: an isolated molecule of C5H7NO, with wB97M-V/def2-TZVPD.

Geometry as XYZ:
```
14
Properties=species:S:1:pos:R:3:forces:R:3:mulliken_charge:R:1
C 1.4028 1.3952 0.3149 0.0 0.0 0.0 -1.205
C 0.1338 0.6734 0.0474 0.1 -0.3 0.0 0.227
C -0.2088 -0.6131 -0.0418 0.0 0.5 0.0 0.486
N 0.5910 -1.7491 0.1038 0.0 0.0 0.1 -0.544
C -1.6431 -0.6268 -0.4842 -0.1 0.1 0.0 -0.342
C -2.1195 0.8072 -0.4005 0.4 -0.2 0.0 -0.543
O -1.0089 1.4886 -0.1929 -0.3 0.0 0.0 -0.118
H 2.1257 0.7253 0.7934 -0.1 0.1 -0.1 0.317
H 1.8628 1.7809 -0.6038 -0.1 -0.1 0.1 0.258
H 1.2214 2.2427 0.9833 0.1 -0.1 -0.1 0.321
H 0.1416 -2.4727 0.6528 0.0 0.0 -0.2 0.244
H 1.4981 -1.5415 0.5078 -0.1 0.0 -0.1 0.245
H -2.3152 -1.3959 -0.0926 0.1 0.2 0.0 0.425
H -1.6817 -0.7142 -1.5876 0.0 -0.2 0.1 0.229
```
Forces are in eV/Å.

- Charge: 0

Record 3
Computed, not measured: an isolated molecule of C5H7NO, with wB97M-V/def2-TZVPD.

Geometry as XYZ:
```
14
Properties=species:S:1:pos:R:3:forces:R:3:mulliken_charge:R:1
C 1.1301 1.2626 0.9237 0.0 0.0 0.0 -1.119
C 0.1228 0.4339 0.1860 0.4 0.2 0.0 0.781
N -1.2898 0.4681 0.5620 -0.2 0.0 -0.1 -0.558
C -0.6566 -0.8216 0.5235 0.0 -0.3 0.2 -0.239
C -0.6122 -1.3476 -0.9122 -0.1 -0.1 -0.1 -0.601
C 0.2665 -0.1117 -1.2135 0.2 0.1 -0.3 0.240
O 0.9983 0.1675 -2.1258 -0.4 -0.1 0.4 -0.573
H 2.1097 1.1714 0.4451 -0.1 0.0 0.1 0.326
H 1.2143 0.9446 1.9668 0.0 0.0 -0.1 0.304
H 0.8412 2.3173 0.9160 0.0 -0.1 0.0 0.256
H -1.9179 0.6249 -0.2245 0.1 0.0 0.1 0.270
H -0.5916 -1.4054 1.4361 0.0 0.1 -0.2 0.381
H -1.5799 -1.4400 -1.4161 0.1 0.0 0.1 0.262
H -0.0349 -2.2640 -1.0670 0.0 0.1 0.0 0.271
```
Forces are in eV/Å.

- Charge: 0

Record 4
Computed, not measured: an isolated molecule of C5H7NO, with wB97M-V/def2-TZVPD.

Geometry as XYZ:
```
14
Properties=species:S:1:pos:R:3:forces:R:3:mulliken_charge:R:1
C -1.8451 0.1228 0.0278 -0.1 -0.1 0.1 -1.098
C -0.4229 -0.3458 0.1444 -0.3 0.2 -0.3 0.915
N 0.3036 -1.2576 1.0371 -0.1 -0.1 -0.1 -0.621
C 0.7338 0.1243 0.9751 0.1 0.3 0.1 -0.367
C 1.5402 0.4969 -0.2790 0.3 -0.1 -0.1 -0.482
C 0.4149 -0.1649 -1.0859 0.0 0.0 -0.5 0.090
O 0.1829 -0.3700 -2.2472 0.3 0.2 0.4 -0.572
H -1.7958 0.9220 -0.7259 -0.2 -0.1 0.2 0.308
H -2.2496 0.5613 0.9408 0.0 -0.3 0.0 0.326
H -2.5246 -0.6298 -0.3772 0.1 0.0 0.2 0.292
H 0.9391 -1.8965 0.5544 -0.3 0.1 0.0 0.266
H 0.6974 0.6792 1.9075 0.0 0.0 -0.3 0.389
H 2.5701 0.1761 -0.4346 0.0 0.0 0.2 0.312
H 1.4560 1.5820 -0.4372 0.2 -0.2 -0.1 0.243
```
Forces are in eV/Å.

- Charge: 0

Record 5
Computed, not measured: an isolated molecule of C5H7NO, with wB97M-V/def2-TZVPD.

Geometry as XYZ:
```
14
Properties=species:S:1:pos:R:3:forces:R:3:mulliken_charge:R:1
C -0.9682 -0.7403 1.2031 -0.3 -0.2 -0.2 -1.060
C -0.8755 -0.3978 -0.3019 0.0 -0.1 0.5 -0.662
C 0.5356 0.1194 -0.5323 0.1 -0.1 0.4 1.067
C 0.8242 1.5294 -0.2757 0.1 0.5 -0.3 -0.595
O 1.1434 0.5743 0.7018 0.3 -0.2 -0.3 -0.436
C 1.4447 -0.6795 -1.3504 0.6 -0.5 -0.3 -0.127
N 2.1829 -1.3458 -1.9420 -0.8 0.7 0.5 -0.418
H -0.1525 -1.4151 1.4923 -0.3 0.0 -0.1 0.327
H -1.9251 -1.2262 1.3569 -0.1 -0.2 0.3 0.367
H -0.8906 0.1260 1.8750 -0.2 -0.2 -0.5 0.291
H -1.0854 -1.2867 -0.9130 0.2 0.2 0.2 0.388
H -1.6215 0.3635 -0.5729 0.3 -0.2 0.0 0.273
H 1.6903 2.0027 -0.7196 -0.1 0.1 -0.2 0.316
H -0.0401 2.1621 -0.0685 0.2 0.0 0.0 0.268
```
Forces are in eV/Å.

- Charge: 0

Record 6
Computed, not measured: a structure of composition C5H7NO, with wB97M-V/def2-TZVPD.

Geometry as XYZ:
```
14
Properties=species:S:1:pos:R:3:forces:R:3:mulliken_charge:R:1
O -1.6553 0.8794 0.9631 -0.1 -0.2 0.0 -0.649
C -1.3554 1.3626 -0.8559 0.0 0.1 -0.2 -0.068
C -0.4461 0.4725 -1.3874 0.1 -0.2 0.3 -0.235
C 0.1735 -0.5157 -0.9248 -0.2 0.3 -0.2 0.115
C 0.7439 -1.5908 -0.2264 0.0 -0.2 -0.3 -0.330
C 1.5014 -1.0660 0.9403 0.3 0.0 0.1 -0.244
N 0.0674 -1.0657 0.9829 -0.2 0.1 0.3 -0.722
H -2.4853 0.3823 1.0207 0.1 0.1 0.0 0.360
H -2.3909 1.3301 -1.1898 0.2 0.0 0.1 0.270
H -1.0080 2.3535 -0.5768 0.0 -0.1 0.0 0.230
H 0.6808 -2.6369 -0.5192 0.0 0.2 0.0 0.317
H 2.0636 -0.1350 0.8265 -0.1 -0.1 0.0 0.225
H 1.9933 -1.8214 1.5569 -0.1 0.1 -0.1 0.253
H -0.9113 0.1239 1.0262 0.1 -0.1 0.0 0.477
```
Forces are in eV/Å.

- Charge: 0

Record 7
Computed, not measured: a structure of composition C5H7NO, with wB97M-V/def2-TZVPD.

Geometry as XYZ:
```
14
Properties=species:S:1:pos:R:3:forces:R:3:mulliken_charge:R:1
C -1.2151 -0.8622 0.3746 0.1 -0.3 0.3 -1.262
C -0.3657 0.4526 0.1297 0.0 0.2 -0.1 0.533
C 1.0371 0.2984 -0.4268 -0.1 0.0 0.0 -0.702
C 2.0739 0.1936 0.6674 -0.1 0.1 0.3 0.025
O 1.8373 0.3657 1.8375 0.1 -0.1 -0.5 -0.465
C -1.4550 0.4834 -0.7842 -0.4 0.2 -0.5 -0.096
N -2.3611 0.5317 -1.6055 0.6 0.1 0.5 -0.655
H -1.6708 -0.8872 1.3622 0.1 0.0 -0.2 0.302
H -0.6641 -1.7632 0.1051 -0.1 0.1 0.0 0.368
H -2.3103 -0.5196 -0.8038 -0.2 -0.2 0.0 0.422
H -0.4266 1.1601 0.9592 0.0 -0.1 -0.2 0.501
H 1.1098 -0.5821 -1.0802 0.0 0.1 0.1 0.356
H 1.3071 1.1626 -1.0508 0.0 -0.1 0.1 0.326
H 3.1033 -0.0338 0.3156 -0.1 0.0 0.1 0.347
```
Forces are in eV/Å.

- Charge: 0

Record 8
Computed, not measured: a cluster of 2 separate species, C5H7NO in total, with wB97M-V/def2-TZVPD.

Geometry as XYZ:
```
14
Properties=species:S:1:pos:R:3:forces:R:3:mulliken_charge:R:1
C 0.4520 -1.9747 -0.2114 0.2 0.0 0.0 -0.996
C 1.0488 -0.6861 0.2927 1.6 0.1 -0.1 -0.429
C 1.2903 0.5384 -0.0521 -0.4 1.1 -0.4 0.733
O 1.6922 1.6397 -0.1672 -0.4 -0.5 -0.1 -0.538
C -1.4222 1.2207 -0.0723 -0.3 -0.4 -0.3 0.097
N -1.0126 2.3361 0.5764 -0.1 -0.1 0.0 -0.543
C -1.7709 0.2351 -0.6776 -0.1 0.6 0.1 -0.542
H -0.4888 -2.2922 0.2538 0.2 0.4 0.1 0.313
H 1.2010 -2.7230 0.0431 -0.2 -0.3 -0.2 0.360
H 0.3119 -1.9950 -1.2986 0.1 0.2 0.3 0.297
H 2.1347 -0.6648 0.6309 -0.6 -1.3 0.5 0.236
H -0.0373 2.5620 0.4042 -0.2 0.0 0.1 0.309
H -1.2393 2.3548 1.5615 0.0 0.0 -0.1 0.244
H -2.1596 -0.5511 -1.2834 0.1 0.1 0.1 0.460
```
Forces are in eV/Å.

- Charge: 0

Record 9
Computed, not measured: an isolated molecule of C5H7NO, with wB97M-V/def2-TZVPD.

Geometry as XYZ:
```
14
Properties=species:S:1:pos:R:3:forces:R:3:mulliken_charge:R:1
C -1.9235 0.6320 -0.2661 0.0 0.0 0.0 -1.212
C -0.4936 0.2515 -0.0202 0.3 0.0 -0.2 0.587
C 0.5279 1.0605 0.2827 -0.2 -0.1 -0.1 -0.601
N 1.7350 0.3431 0.3859 0.2 0.0 0.3 -0.024
C 1.5245 -1.0178 0.3141 0.2 -0.1 0.2 0.187
O 2.3504 -1.8999 0.4095 -0.1 0.4 0.3 -0.620
C 0.0933 -1.1342 -0.1709 0.0 0.0 0.1 -0.339
H -2.1650 0.5965 -1.3358 0.0 0.0 0.1 0.265
H -2.1345 1.6487 0.0839 0.1 -0.2 -0.1 0.332
H -2.6264 -0.0408 0.2393 0.2 0.1 0.0 0.301
H 0.5289 2.1371 0.4047 0.0 -0.2 0.1 0.382
H 2.6237 0.7317 0.6475 0.0 0.0 0.1 0.203
H -0.5099 -1.9651 0.2069 0.4 0.1 -0.1 0.368
H 0.4692 -1.3434 -1.1816 -1.1 -0.1 -0.6 0.170
```
Forces are in eV/Å.

- Charge: 0

Record 10
Computed, not measured: an isolated molecule of C5H7NO, with wB97M-V/def2-TZVPD.

Geometry as XYZ:
```
14
Properties=species:S:1:pos:R:3:forces:R:3:mulliken_charge:R:1
C -1.5079 0.9569 0.4685 0.0 0.0 0.0 -1.238
C -0.5415 -0.2244 0.5806 0.0 -0.1 0.1 -0.635
C 0.7940 -0.0587 -0.1799 0.2 0.2 0.1 0.547
C 1.6516 -1.3298 -0.1197 0.0 -0.3 -0.3 -0.156
O 2.2321 -1.8280 -1.0478 -0.4 0.4 0.5 -0.441
C 0.5902 0.4317 -1.5460 -0.2 0.4 -0.9 0.120
N 0.3642 0.8995 -2.5783 0.2 -0.5 0.9 -0.451
H -1.0706 1.9102 0.7899 0.1 -0.2 0.0 0.315
H -2.3765 0.7632 1.1053 0.1 0.0 -0.1 0.361
H -1.8700 1.0821 -0.5565 0.1 0.0 0.1 0.361
H -0.2998 -0.3988 1.6366 0.0 0.0 -0.2 0.340
H -1.0429 -1.1250 0.2101 0.1 0.1 0.1 0.339
H 1.3833 0.7136 0.3462 -0.1 -0.1 -0.1 0.220
H 1.6939 -1.7924 0.8910 0.0 0.2 -0.1 0.320
```
Forces are in eV/Å.

- Charge: 0

Record 11
Computed, not measured: an isolated molecule of C5H7NO, with wB97M-V/def2-TZVPD.

Geometry as XYZ:
```
14
Properties=species:S:1:pos:R:3:forces:R:3:mulliken_charge:R:1
C -1.3172 -1.2734 0.1457 -0.1 -0.1 0.0 -1.430
C -0.3435 -0.1349 0.4440 0.0 0.1 0.1 0.435
C 0.8978 -0.1666 -0.4804 0.0 0.0 -0.1 -0.618
C 1.7058 1.0849 -0.1935 0.0 0.2 -0.3 -0.071
O 1.5357 2.1284 -0.7721 0.4 -0.6 0.2 -0.418
C -0.9587 1.1869 0.2611 -0.5 1.1 -0.2 0.175
N -1.2932 2.2736 0.0501 0.0 -1.1 0.3 -0.439
H -2.1976 -1.2169 0.7911 0.1 0.0 -0.1 0.386
H -0.8196 -2.2342 0.3086 -0.1 0.1 0.0 0.354
H -1.6498 -1.2190 -0.8949 0.0 0.0 0.1 0.346
H -0.0217 -0.1922 1.4939 0.0 0.0 -0.2 0.254
H 1.4728 -1.0791 -0.2814 -0.1 0.2 0.0 0.370
H 0.5728 -0.1651 -1.5277 0.0 0.1 0.2 0.336
H 2.4162 1.0075 0.6553 0.0 0.1 -0.1 0.318
```
Forces are in eV/Å.

- Charge: 0

Record 12
Computed, not measured: a structure of composition C5H7NO, with wB97M-V/def2-TZVPD.

Geometry as XYZ:
```
14
Properties=species:S:1:pos:R:3:forces:R:3:mulliken_charge:R:1
O 2.6843 -0.0583 -0.6307 -0.4 0.3 0.0 -0.459
C 1.6594 0.5795 -0.6862 0.2 -0.2 0.0 -0.327
C 0.3482 0.1051 -0.1397 0.3 0.1 -0.1 0.443
C -0.8455 -0.5602 -0.8617 -0.1 -0.1 -0.4 -0.345
N -1.3529 -0.4594 0.5679 -0.2 -0.1 0.1 -0.473
C -0.7479 0.9369 0.5416 -0.1 0.4 0.1 -0.382
C 0.0464 -0.9245 0.9565 0.2 -0.3 0.3 -0.315
H 1.6370 1.5898 -1.1509 0.1 -0.1 0.0 0.306
H -1.4193 0.0400 -1.5753 0.1 -0.1 0.1 0.259
H -0.7198 -1.5897 -1.2110 0.0 0.2 0.1 0.259
H -1.3117 1.6485 -0.0705 0.1 -0.1 0.1 0.272
H -0.5319 1.3443 1.5343 0.0 -0.1 -0.1 0.263
H 0.3232 -0.6711 1.9846 0.0 0.0 -0.2 0.251
H 0.2304 -1.9809 0.7412 0.0 0.2 0.0 0.248
```
Forces are in eV/Å.

- Charge: 0

Record 13
Computed, not measured: an isolated molecule of C5H7NO, with wB97M-V/def2-TZVPD.

Geometry as XYZ:
```
14
Properties=species:S:1:pos:R:3:forces:R:3:mulliken_charge:R:1
C 0.6571 -0.1969 -0.8968 3.0 -0.4 0.9 0.108
C 2.3890 -0.0706 0.3203 1.4 -0.4 2.1 0.180
C -1.1404 1.2930 -0.4059 -0.8 2.1 -1.1 -1.234
C -1.0649 -1.1943 0.4092 0.8 0.4 0.4 -1.167
C -0.4074 0.0427 -0.1913 -2.1 -1.0 -0.6 0.822
N 1.8958 -0.4495 -0.8880 -2.1 0.9 -2.9 -0.527
O 2.7919 0.9561 0.7750 -0.1 0.8 -0.8 -0.473
H 2.4117 -0.9566 0.9171 0.2 -1.1 1.1 0.381
H -1.3375 1.4555 -1.5038 0.2 -0.1 1.0 0.290
H -0.4748 2.1007 -0.0872 -0.3 0.3 -0.1 0.295
H -2.1288 1.4590 0.0649 0.7 -0.6 0.2 0.365
H -0.9949 -1.9185 -0.3777 0.0 -0.9 0.1 0.321
H -0.4675 -1.5037 1.3143 -1.1 0.1 -0.8 0.291
H -2.1294 -1.0171 0.5500 0.2 0.0 0.6 0.346
```
Forces are in eV/Å.

- Charge: 0

Record 14
Computed, not measured: an isolated molecule of C5H7NO, with wB97M-V/def2-TZVPD.

Geometry as XYZ:
```
14
Properties=species:S:1:pos:R:3:forces:R:3:mulliken_charge:R:1
C -1.6415 0.5305 0.7660 0.1 0.0 0.0 -1.014
C -0.5816 -0.0929 0.2461 -0.1 0.0 -0.1 0.635
C -0.6818 -1.3837 -0.5200 -0.3 0.0 0.0 -0.511
O 0.4773 -1.4531 -1.3527 0.0 0.0 0.0 -0.403
C 1.3266 -0.4905 -0.8754 0.1 0.1 0.1 -0.588
C 0.8293 0.2820 0.1065 -0.1 -0.1 -0.2 0.478
N 1.4331 1.3492 0.7871 0.0 0.1 -0.1 -0.557
H -1.5985 1.3626 1.4615 0.2 0.0 -0.3 0.280
H -1.5980 -1.4528 -1.1115 0.2 -0.1 -0.1 0.335
H -2.6328 0.1947 0.4702 0.1 -0.1 0.4 0.250
H -0.6470 -2.2285 0.1823 0.0 0.1 -0.1 0.223
H 2.2804 -0.4332 -1.3870 -0.1 0.0 0.2 0.390
H 0.7815 2.1140 0.9202 0.0 -0.1 0.0 0.244
H 2.2530 1.7017 0.3067 -0.1 -0.1 0.1 0.237
```
Forces are in eV/Å.

- Charge: 0

Record 15
Computed, not measured: a cluster of 2 separate species, C5H7NO in total, with wB97M-V/def2-TZVPD.

Geometry as XYZ:
```
14
Properties=species:S:1:pos:R:3:forces:R:3:mulliken_charge:R:1
N 2.7214 -0.3826 0.2885 -0.7 -0.5 -0.6 -0.507
C 1.8457 -0.8721 -0.2972 0.6 0.4 0.4 0.605
O 0.8817 -1.4131 -0.9639 0.3 0.0 0.1 -0.467
C -0.3270 -0.5947 -1.0723 -0.2 0.0 -0.1 0.367
C -1.1948 -0.5366 0.2155 -0.1 -0.1 0.1 -0.764
C -0.9558 0.9568 0.1350 0.0 0.1 -0.1 -0.420
C -0.1663 0.8954 -0.9401 0.0 0.1 0.1 -0.548
H 1.2568 0.5957 1.9361 -0.1 0.1 0.1 -0.102
H -0.8084 -0.9813 -1.9716 0.0 0.1 0.1 0.405
H -0.7287 -1.0479 1.0639 -0.1 0.1 -0.1 0.276
H -2.2323 -0.8720 0.1138 0.2 0.0 0.0 0.268
H 0.6448 0.8517 2.2734 0.1 0.0 0.1 0.102
H -1.3203 1.7773 0.7457 0.0 -0.1 -0.2 0.391
H 0.3831 1.6234 -1.5269 -0.1 -0.1 0.1 0.395
```
Forces are in eV/Å.

- Charge: 0

Record 16
Computed, not measured: a cluster of 2 separate species, C5H7NO in total, with wB97M-V/def2-TZVPD.

Geometry as XYZ:
```
14
Properties=species:S:1:pos:R:3:forces:R:3:mulliken_charge:R:1
N 1.8679 -1.7886 -0.1389 -0.1 0.3 0.0 -0.748
C 0.9681 -0.8967 -0.1502 0.0 -0.2 0.0 0.545
O 1.2960 0.4430 -0.3240 0.0 0.0 0.1 -0.319
C 0.3450 1.4073 -0.3043 -0.2 0.1 0.0 -0.417
C -0.9659 1.1516 -0.2045 0.2 0.0 0.0 -0.261
C -1.3808 -0.2284 -0.0869 0.1 -0.1 0.1 -0.151
C -0.4529 -1.1982 -0.0151 -0.1 0.1 0.0 -0.380
H 2.7903 -1.3768 -0.2756 -0.1 0.0 0.0 0.266
H -0.0955 0.7584 -2.9987 0.0 -0.1 -0.1 0.058
H 0.7872 2.3937 -0.3882 -0.1 -0.1 0.0 0.360
H -1.6824 1.9632 -0.1961 0.1 -0.1 0.0 0.355
H -0.3833 0.0810 -2.8992 0.0 0.0 -0.1 -0.043
H -2.4380 -0.4750 -0.0499 0.1 0.1 0.1 0.382
H -0.6961 -2.2418 0.1431 0.0 0.1 -0.1 0.353
```
Forces are in eV/Å.

- Charge: 0

Record 17
Computed, not measured: an isolated molecule of C5H7NO, with wB97M-V/def2-TZVPD.

Geometry as XYZ:
```
14
Properties=species:S:1:pos:R:3:forces:R:3:mulliken_charge:R:1
O 1.3018 1.7091 -1.1488 0.1 0.1 0.5 -0.601
C 0.7852 1.0847 -0.2456 -0.1 -0.1 0.2 0.488
C 1.4101 -0.1259 0.4291 0.1 0.1 -0.1 -0.481
C 0.5952 -1.2424 -0.1846 -0.3 0.2 -0.4 -0.420
C -0.7314 -1.1143 -0.1983 0.1 0.0 -0.2 -0.236
C -1.4006 0.1427 0.3271 0.0 -0.2 0.0 -0.532
N -0.5193 1.3214 0.1699 0.1 -0.1 -0.3 -0.303
H 1.3091 -0.1346 1.5256 -0.1 0.2 -0.3 0.225
H 2.4708 -0.1701 0.1837 -0.2 -0.1 -0.1 0.322
H 1.1030 -1.9815 -0.7977 -0.1 -0.3 0.5 0.322
H -1.3512 -1.8565 -0.6909 0.0 0.1 0.1 0.362
H -1.7678 -0.0137 1.3537 0.3 0.2 -0.1 0.235
H -2.2987 0.3684 -0.2594 0.1 -0.3 0.0 0.315
H -0.9062 2.0126 -0.4637 -0.1 0.0 0.2 0.303
```
Forces are in eV/Å.

- Charge: 0

Calculated DFT total energy in order - -8832.487; -8833.119; -8834.259; -8833.888; -8834.189; -8829.632; -8830.601; -8832.095; -8835.908; -8835.279; -8835.184; -8832.672; -8833.110; -8834.528; -8832.406; -8834.176; -8835.607 eV
Calculated orbital gap in order - 9.40; 9.19; 10.44; 10.26; 11.92; 8.41; 8.87; 9.40; 9.24; 11.23; 10.82; 9.91; 9.64; 8.52; 11.23; 8.98; 10.26 eV